Entry 1:
DFT (the ωB97M-V functional and the def2-TZVPD basis) results for the ion C3H8N5O with charge +1.

The value obtained for the largest force on an atom is 4.5 eV Å⁻¹. For the energy above the lowest of the compared OMol25 structures with the same formula, charge and spin, the calculation gives 8.32 kcal per mole. The charge is +1. For the HOMO energy, the calculation gives -13.20 eV. The HOMO-LUMO gap comes out at 9.34 eV.

Each line ends with the natural charge from an NBO analysis.
Atoms and positions in Å:
N: 3.304 -0.140 -0.092  -0.63
N: 2.026 -0.669 -0.021  -0.38
C: 0.804 -0.081 -0.030  0.75
N: 0.657 1.250 0.076  -0.43
N: -0.545 1.858 -0.129  -0.15
C: -1.591 1.145 -0.108  0.04
C: -1.784 -0.255 0.377  0.21
N: -2.886 -0.828 -0.181  -0.74
O: -0.265 -0.875 -0.074  -0.55
H: 3.988 -0.788 -0.196  0.40
H: 3.442 0.556 0.598  0.38
H: 1.955 -1.684 -0.170  0.43
H: 1.460 1.850 -0.047  0.43
H: -2.478 1.444 -0.558  0.21
H: -1.670 -0.597 1.474  0.24
H: -3.094 -1.728 0.056  0.41
H: -3.323 -0.459 -0.975  0.40



Entry 2:
DFT (the ωB97M-V functional and the def2-TZVPD basis) results for a structure of composition C9H32CsN10O11S.

The value obtained for the largest force on an atom is 8.2 eV Å⁻¹. The charge is -1. For the HOMO energy, the calculation gives -3.62 eV. The HOMO-LUMO gap comes out at 3.20 eV.

Each line ends with the natural charge from an NBO analysis.
Atoms and positions in Å:
Cs: 27.328 -19.868 2.195  0.99
S: 24.654 -23.672 -0.956  2.64
O: 24.584 -22.484 -0.098  -1.21
O: 23.888 -23.389 -2.132  -1.15
O: 25.997 -23.904 -1.381  -1.14
O: 24.170 -24.788 -0.170  -1.12
C: 20.473 -20.539 -4.958  0.74
O: 19.770 -19.904 -5.703  -0.69
N: 20.608 -21.848 -4.958  -0.83
N: 21.444 -19.920 -4.386  -0.82
H: 21.365 -22.293 -4.459  0.41
H: 19.911 -22.374 -5.466  0.40
H: 22.167 -20.341 -3.820  0.39
H: 21.311 -18.936 -4.199  0.39
C: 20.465 -20.713 1.405  0.76
O: 19.305 -20.376 1.387  -0.66
N: 21.287 -20.947 2.441  -0.86
N: 21.172 -20.741 0.259  -0.82
H: 22.140 -21.359 2.090  0.40
H: 20.885 -20.911 3.367  0.41
H: 20.700 -21.280 -0.454  0.39
H: 22.023 -21.260 0.422  0.37
C: 31.443 -23.595 -0.577  0.72
O: 31.473 -23.639 -1.783  -0.68
N: 30.300 -23.595 0.039  -0.83
N: 32.425 -23.733 0.175  -0.81
H: 30.311 -23.578 1.049  0.36
H: 29.486 -23.702 -0.550  0.44
H: 32.334 -23.810 1.178  0.38
H: 33.314 -23.698 -0.303  0.41
C: 27.312 -21.158 -5.352  0.76
O: 27.906 -20.651 -6.284  -0.69
N: 27.747 -21.562 -4.159  -0.84
N: 26.080 -21.554 -5.325  -0.83
H: 28.674 -21.400 -3.790  0.38
H: 27.112 -21.999 -3.507  0.41
H: 25.600 -21.980 -4.546  0.42
H: 25.564 -21.319 -6.162  0.38
C: 19.644 -25.496 1.957  0.74
O: 18.805 -25.659 2.834  -0.71
N: 20.883 -25.316 2.363  -0.85
N: 19.536 -25.582 0.695  -0.81
H: 21.570 -24.957 1.715  0.39
H: 21.326 -25.538 3.243  0.40
H: 18.654 -25.640 0.206  0.41
H: 20.459 -25.497 0.294  0.41
C: 21.135 -28.706 -4.442  -0.63
C: 21.564 -27.384 -3.837  -0.06
O: 22.731 -27.020 -4.512  -0.73
H: 20.156 -29.050 -4.107  0.20
H: 21.801 -29.550 -4.265  0.21
H: 21.175 -28.707 -5.531  0.20
H: 21.765 -27.640 -2.797  0.16
H: 20.793 -26.613 -3.850  0.15
H: 22.939 -26.090 -4.394  0.49
C: 22.540 -29.607 2.165  -0.64
C: 22.984 -29.610 3.598  -0.07
O: 24.330 -30.062 3.795  -0.72
H: 22.835 -30.507 1.625  0.21
H: 22.796 -28.786 1.495  0.23
H: 21.450 -29.585 2.138  0.21
H: 22.318 -30.341 4.057  0.15
H: 22.837 -28.606 3.998  0.16
H: 24.503 -29.806 4.704  0.46